(1)
The following is a quantum chemistry calculation of a structure of composition C20H50F4KN2O18S4, from OMol25.

XYZ file:
```
99
C20H50F4KN2O18S4 | OMol25 | ωB97M-V/def2-TZVPD
K -17.670 -3.119 -15.575
N -17.613 -2.576 -12.944
S -16.993 -3.803 -12.152
O -17.057 -5.013 -12.916
O -17.201 -3.815 -10.749
F -15.438 -3.422 -12.256
S -19.180 -2.677 -12.457
O -19.495 -1.682 -11.510
O -19.790 -3.955 -12.356
F -19.826 -2.158 -13.817
N -19.889 -3.822 -16.888
S -20.266 -2.624 -17.928
O -19.829 -1.363 -17.431
O -21.482 -2.773 -18.637
F -19.188 -2.904 -19.068
S -21.289 -4.142 -16.197
O -22.185 -4.969 -16.919
O -21.835 -3.130 -15.353
F -20.694 -5.120 -15.088
C -28.282 -5.196 -12.161
O -27.238 -4.392 -12.666
C -26.032 -4.604 -11.964
C -24.871 -3.883 -12.633
O -25.243 -2.603 -13.025
C -24.122 -1.787 -13.351
H -29.122 -5.079 -12.849
H -28.621 -4.822 -11.190
H -27.985 -6.248 -12.177
H -25.774 -5.674 -11.975
H -26.138 -4.268 -10.923
H -24.466 -4.498 -13.453
H -24.060 -3.826 -11.886
H -23.639 -2.207 -14.232
H -23.464 -1.707 -12.481
H -24.487 -0.785 -13.572
C -16.440 -0.095 -17.382
O -16.059 -0.177 -16.017
C -14.659 -0.382 -15.921
C -14.269 -0.830 -14.528
O -14.676 0.027 -13.498
C -14.270 1.370 -13.654
H -15.629 -0.012 -18.111
H -17.069 0.782 -17.547
H -17.030 -0.972 -17.636
H -14.139 0.561 -16.140
H -14.305 -1.123 -16.648
H -13.179 -0.994 -14.513
H -14.729 -1.794 -14.290
H -14.916 1.913 -14.350
H -13.222 1.459 -13.970
H -14.351 1.834 -12.672
C -24.825 -0.345 -18.560
O -25.590 -1.379 -18.004
C -24.897 -2.128 -17.029
C -25.287 -3.586 -17.113
O -26.650 -3.893 -16.934
C -26.930 -4.038 -15.553
H -23.905 -0.723 -19.028
H -24.563 0.410 -17.810
H -25.433 0.079 -19.360
H -25.026 -1.639 -16.050
H -23.807 -2.072 -17.167
H -24.628 -4.247 -16.542
H -25.040 -3.782 -18.165
H -26.465 -4.956 -15.178
H -27.998 -3.935 -15.380
H -26.491 -3.235 -14.949
C -20.541 -5.482 -20.922
O -19.491 -6.277 -20.389
C -18.783 -6.922 -21.402
C -17.592 -7.694 -20.878
O -16.632 -6.995 -20.132
C -15.982 -5.986 -20.888
H -20.139 -4.579 -21.386
H -21.191 -5.194 -20.095
H -21.171 -6.122 -21.551
H -18.452 -6.194 -22.166
H -19.429 -7.613 -21.970
H -17.111 -8.172 -21.753
H -17.938 -8.535 -20.272
H -15.430 -6.452 -21.716
H -15.288 -5.518 -20.196
H -16.699 -5.273 -21.295
C -18.361 -9.249 -17.128
O -19.288 -8.438 -16.479
C -20.333 -9.147 -15.858
C -21.112 -8.254 -14.933
O -22.236 -9.030 -14.538
C -23.024 -8.382 -13.561
H -17.871 -8.665 -17.906
H -18.826 -10.145 -17.565
H -17.567 -9.612 -16.454
H -19.965 -10.008 -15.287
H -21.020 -9.501 -16.641
H -21.428 -7.334 -15.420
H -20.495 -8.040 -14.051
H -22.420 -7.760 -12.892
H -23.483 -9.135 -12.918
H -23.793 -7.780 -14.054
```

Results
HOMO energy	-0.249	hartree
gap between HOMO and LUMO	0.3048	Eh
net charge	-1
calculated total energy	-4847.91814	Ha

Atom charges from the Löwdin analysis, given in e for atoms 1 to 8: atom 1 (K): 0.82, atom 2 (N): -0.37, atom 3 (S): 0.44, atom 4 (O): -0.30, atom 5 (O): -0.26, atom 6 (F): -0.20, atom 7 (S): 0.46, atom 8 (O): -0.25

=====

(2)
The following is a quantum chemistry calculation of a structure of composition C43H42Br2CeN4O4Si, from OMol25.

XYZ file:
```
97
C43H42Br2CeN4O4Si | OMol25 | ωB97M-V/def2-TZVPD
Ce 0.160 1.035 0.735
C -0.912 4.652 0.889
O 0.237 3.861 1.126
C 0.781 4.019 2.428
C 2.153 3.456 2.325
O 2.015 2.057 1.978
C 3.049 1.187 2.608
C 2.825 -0.159 2.019
O 1.447 -0.599 2.170
C 1.110 -1.069 3.490
H -0.745 5.737 0.788
H -1.643 4.554 1.743
H -1.380 4.335 0.025
H 0.253 3.447 3.256
H 0.778 5.098 2.619
H 2.640 3.509 3.337
H 2.834 3.966 1.643
H 2.894 1.322 3.682
H 4.063 1.575 2.389
H 3.528 -0.877 2.448
H 2.951 -0.021 0.936
H 1.573 -2.040 3.640
H 0.036 -1.203 3.533
H 1.368 -0.374 4.256
Br -1.809 3.200 5.004
C -2.617 1.590 4.296
C -3.734 0.948 4.960
C -4.237 -0.245 4.460
Br -5.763 -0.925 5.332
C -3.810 -0.711 3.180
C -4.419 -1.742 2.450
C -3.909 -2.104 1.221
C -2.816 -1.408 0.762
N -2.153 -0.482 1.428
C -2.698 -0.077 2.599
C -1.987 1.066 3.129
O -0.971 1.621 2.526
H -4.135 1.422 5.899
H -5.300 -2.241 2.924
H -4.359 -2.796 0.559
H -2.484 -1.637 -0.313
N -0.503 1.466 -2.938
C -1.677 1.473 -2.255
C -2.848 1.274 -2.942
C -4.058 1.424 -2.349
C -4.084 1.874 -1.021
C -2.892 1.970 -0.374
N -1.711 1.838 -0.980
C 0.829 1.798 -2.631
C 1.589 1.919 -3.810
C 2.871 2.245 -3.595
C 3.398 2.487 -2.352
C 2.599 2.210 -1.246
N 1.259 1.902 -1.392
H -0.562 1.084 -3.900
H -2.886 0.900 -4.008
H -4.933 1.257 -2.992
H -4.947 2.284 -0.480
H -2.976 2.360 0.668
H 1.242 1.994 -4.850
H 3.524 2.344 -4.423
H 4.460 2.653 -2.149
H 2.920 2.186 -0.242
C -1.932 -5.029 0.570
C -2.038 -4.707 -0.799
C -1.228 -3.691 -1.276
C -0.339 -2.950 -0.464
C -0.210 -3.405 0.853
C -1.062 -4.354 1.356
Si 0.613 -1.423 -1.138
C 0.422 -1.529 -2.999
C 1.502 -1.637 -3.862
C 1.379 -1.527 -5.229
C 0.152 -1.344 -5.827
C -0.951 -1.358 -5.017
C -0.776 -1.428 -3.629
C 2.493 -1.730 -0.771
C 2.966 -2.758 0.122
C 4.267 -2.739 0.500
C 5.160 -1.786 0.070
C 4.766 -0.912 -0.918
C 3.421 -0.861 -1.295
H -2.448 -5.817 1.089
H -2.643 -5.347 -1.403
H -1.125 -3.473 -2.369
H 0.468 -2.915 1.490
H -1.093 -4.637 2.408
H 2.497 -1.912 -3.431
H 2.325 -1.623 -5.711
H 0.059 -1.419 -6.872
H -1.999 -1.370 -5.373
H -1.666 -1.218 -3.081
H 2.295 -3.509 0.436
H 4.568 -3.402 1.302
H 6.172 -1.815 0.402
H 5.452 -0.205 -1.352
H 3.103 -0.059 -2.006
```

Results
HOMO energy (spin up / spin down)	-0.330 / -0.329	hartree
2S+1	2
gap between HOMO and LUMO (spin up / spin down)	0.2456 / 0.2454	Eh
net charge	+1
calculated total energy	-8096.25013	Ha
⟨S²⟩	0.7508

Atom charges from the Löwdin analysis, given in e for atoms 1 to 8: atom 1 (Ce): 1.17, atom 2 (C): -0.07, atom 3 (O): -0.24, atom 4 (C): -0.20, atom 5 (C): -0.14, atom 6 (O): -0.31, atom 7 (C): -0.09, atom 8 (C): -0.16

=====

Question: Which of these has the lowest calculated total energy?
Answer: C43H42Br2CeN4O4Si